Entry 1:
This record from the OMol25 dataset describes a molecular structure, C23H37N4O3PPdS3Se. The level of theory is ωB97M-V/def2-TZVPD.

Structure (XYZ):
```
73
Properties=species:S:1:pos:R:3:lowdin_charge:R:1
N 0.0239 2.0751 -3.0607 -0.13
H 5.9464 -2.1284 -1.2646 0.06
C 0.2634 -0.1481 3.9595 -0.01
C 1.5880 -0.2434 3.5410 -0.11
H 5.3688 -0.5312 2.5355 0.09
H 7.3027 -1.5656 -0.2664 0.05
H 3.0834 -0.3147 6.5895 0.08
C -5.8356 0.1902 -2.1509 -0.09
H -3.9655 -1.2700 -4.6736 0.08
H -6.0380 -3.0319 -0.3845 0.07
H 6.0223 1.7441 3.1241 0.06
H 3.6234 -0.3454 4.1505 0.09
H -1.8076 -3.3842 0.3334 0.05
H 7.2163 -1.1086 -1.9800 0.06
H -5.2985 -2.0575 0.9034 0.04
C -2.0230 3.3842 -0.4738 -0.09
H -3.8869 -4.1207 -0.8237 0.13
H -5.7358 -1.0874 -4.5882 0.07
H -5.6654 1.0022 -1.4463 0.04
H -2.9672 -4.1829 1.4247 0.07
H -4.8707 -2.0911 -3.3942 0.07
N 3.1752 -0.3515 1.7645 0.08
C 2.5983 -0.2972 4.4954 -0.03
H 5.0861 0.1420 -1.5138 0.05
S 2.8784 -0.8522 -0.9196 0.58
H -1.7203 2.6985 0.3008 0.03
H 1.7860 1.8218 -4.1477 0.08
H -6.0010 -0.7220 -1.5737 0.06
Pd 0.2584 0.8513 -0.3915 0.29
H -0.5050 -0.0804 3.1995 0.12
S -0.9814 -1.0610 -1.2363 0.32
H -2.7734 -2.4143 1.4443 0.05
C 3.6803 -0.4602 0.5218 -0.77
H -2.1770 4.4610 -3.0454 0.10
N 5.0461 -0.2375 0.5073 -0.15
N -1.3529 2.9902 -1.6969 -0.13
C 5.7957 -0.0597 -0.7170 -0.29
H 1.5845 0.7763 -2.7399 0.00
C -0.3945 2.0291 -1.7717 -0.45
C 1.8772 -0.2831 2.0518 -0.49
O 0.8792 -0.2501 1.3180 -0.20
H -0.4275 3.2731 -4.8020 0.10
Se 1.5473 2.8318 0.1642 -0.31
H 0.7252 -0.1905 7.3217 0.08
O -3.6811 -2.1758 -1.2331 -0.35
S -3.6715 0.2420 0.5087 0.22
H -3.1054 3.3382 -0.6069 0.07
C -4.8189 -1.1846 -3.9982 -0.06
H 6.1386 2.2120 1.4142 0.06
H -1.0825 -0.0552 5.6293 0.09
C 0.9655 -0.2004 6.2637 -0.13
C 5.7552 0.0936 1.7359 -0.24
P -2.9287 -0.7299 -1.0325 -0.12
H 0.6576 0.4369 -4.2141 0.08
C -4.6465 0.0214 -3.0854 -0.47
H -5.4611 -3.8220 1.1026 0.07
C -1.4891 3.6443 -2.9037 -0.08
C 6.6222 -1.2904 -1.0779 -0.10
O -3.3727 -0.0650 -2.4444 -0.34
C -3.8879 -3.1964 -0.2410 -0.48
H -4.5615 0.9182 -3.7020 0.13
C 2.2901 -0.2779 5.8499 -0.11
H 6.8086 -0.1593 1.5812 0.10
C -5.2635 -3.0177 0.3873 -0.08
H -1.6970 4.3834 -0.1860 0.08
H 4.5575 1.8370 2.1172 0.06
C -0.0479 -0.1308 5.3131 -0.10
C -2.7855 -3.2987 0.8057 -0.09
C 1.0729 1.2224 -3.5817 -0.05
H 6.4463 0.8153 -0.6019 0.11
H -6.7284 0.4044 -2.7482 0.07
C 5.6145 1.5660 2.1233 -0.08
C -0.6289 3.0692 -3.7638 -0.08
```

Calculated values
- 2S+1 = 1
- HOMO energy (eV) = 0.08
- molar mass (g/mol) = 730.1
- charge = -2
- strongest force on any atom (eV/A) = 0.66

=====

Entry 2:
This record from the OMol25 dataset describes a molecular structure, C27H38ClGaN4O6S2 in a non-equilibrium geometry. The level of theory is ωB97M-V/def2-TZVPD.

Structure (XYZ):
```
79
Properties=species:S:1:pos:R:3:lowdin_charge:R:1
H -0.3959 -2.1591 3.6225 0.10
C -0.6215 1.1315 -5.0174 -0.03
C 1.2742 2.7980 3.3082 -0.23
O -0.2378 4.9844 3.2597 -0.31
H -1.3606 -2.4900 5.1128 0.10
C -2.2803 -0.6968 -1.3821 -0.42
H -1.5883 0.2775 6.1925 0.10
H 2.9550 -1.4015 -1.8739 0.13
H 1.3561 -0.4148 2.2514 0.10
H -2.9392 -1.3454 -3.4005 0.09
H 2.5898 -0.6557 4.4383 0.10
C 1.5015 0.4259 2.9277 -0.06
H -1.3555 -5.9247 -0.8310 0.10
H -1.7736 -4.6993 0.4046 0.09
H 1.7444 -5.4073 -0.9175 0.10
H -4.5836 -0.3235 -2.2971 0.08
Cl -4.2438 -1.0416 0.8769 0.32
C 0.0242 3.4554 -5.1508 -0.07
S 0.7106 4.2518 2.4546 0.65
H 3.2332 2.1597 0.1447 0.09
N -0.0450 3.2988 1.2630 -0.09
C -2.2500 0.1530 5.3413 -0.01
C -0.2569 1.1979 -3.6580 -0.20
H -0.9279 0.1384 -5.3855 0.12
H -0.5488 2.1964 -6.8777 0.11
C 2.4895 1.4736 4.8682 -0.07
C 0.2191 -0.0645 -3.1766 -0.19
C -0.0096 2.4079 -2.9859 -0.04
H 4.3202 1.1400 -2.6718 0.09
N -0.0562 -4.2857 -0.6979 -0.15
O 1.2246 -0.2839 -2.5033 -0.07
H 0.5940 4.4351 -3.2381 0.12
H 0.6759 -5.4744 -2.3042 0.09
C 2.2209 0.3142 4.1163 -0.07
H -0.5139 -0.8477 -3.2763 0.08
C -2.7575 0.5544 -1.5922 -0.26
H -2.6443 0.5284 2.8804 0.16
H -3.2065 -2.4152 -2.0122 0.09
H -3.1569 -0.3599 5.6731 0.10
C 0.9824 1.6619 2.5647 -0.24
O -1.1597 -2.5735 0.2721 -0.06
H -4.7101 1.3965 -1.8415 0.08
H 3.4471 0.6317 1.0564 0.08
H 3.0870 1.3599 5.7714 0.10
C -0.7645 -1.7514 4.5677 0.01
S -0.0359 0.8799 0.1136 0.84
Ga -2.1479 -0.8600 0.3926 -0.09
C -0.9628 -5.2420 -0.0747 -0.01
C -1.9036 -0.2612 3.0556 -0.25
C -2.4572 -1.7371 -2.4727 -0.11
H 0.2529 4.3202 -5.7747 0.10
C 3.2970 1.1292 -2.2911 -0.06
H -2.5356 1.1245 4.9309 0.10
O 1.8805 4.9286 1.9470 -0.30
C 3.6892 1.1612 0.1307 -0.04
H 0.4125 -2.2898 -1.0540 0.13
N 3.2012 0.4502 -1.0203 -0.19
C -4.0616 0.6584 -2.2921 -0.11
C -0.4205 2.2711 -5.7850 -0.08
H -0.4246 -5.8446 0.6604 0.10
C 2.0450 2.7392 4.4660 -0.03
H 0.0686 -1.4588 5.2095 0.09
H -1.5978 -2.3301 -2.8347 0.07
H 2.9025 2.1456 -2.1997 0.09
C 2.7567 -0.8464 -0.9418 -0.37
H 2.2766 3.6529 5.0068 0.12
H -2.2808 1.4889 -1.2885 0.08
O 2.2458 -1.3762 0.0477 -0.04
C 0.2042 3.5376 -3.7520 -0.06
C 1.0439 -4.8066 -1.5118 -0.02
C -0.2477 -2.9901 -0.5188 -0.20
H 4.7784 1.2779 0.0612 0.09
H 0.1179 2.4399 -1.8907 0.07
H -3.8880 0.9198 -3.3459 0.08
C 0.2076 2.0059 1.3550 -0.74
H 2.6838 0.5936 -3.0182 0.07
O -1.3591 -0.8999 2.0968 -0.10
H 1.5836 -3.9670 -1.9564 0.09
N -1.5866 -0.5712 4.2722 -0.13
```

Calculated values
- 2S+1 = 1
- HOMO energy (eV) = -7.30
- molar mass (g/mol) = 683.9
- strongest force on any atom (eV/A) = 5.28

=====

Entry 3:
This record from the OMol25 dataset describes a molecular structure, C30H52N3O7PSi3Ti in a non-equilibrium geometry. The level of theory is ωB97M-V/def2-TZVPD.

Structure (XYZ):
```
97
Properties=species:S:1:pos:R:3:lowdin_spin:R:1
C -0.3564 2.3908 3.1466 0.00
Si 0.3608 1.8551 -3.3049 0.00
H -0.6804 3.4512 -1.6773 0.00
Ti -0.0563 -0.4639 -0.6709 1.02
H -4.5778 2.4241 -0.8984 0.00
C -0.0996 2.9553 4.5404 0.00
H 3.6190 -1.8428 -0.8526 0.00
C -2.6030 -0.5119 -3.6296 0.00
H -1.1206 -1.7923 -6.2169 0.00
H -2.3746 1.9601 -1.5614 0.00
C -1.8719 -3.7044 2.4398 0.18
C 3.1957 0.6293 -1.7953 0.00
C 2.6530 -2.0828 -0.4915 0.00
N -4.5731 -3.1361 3.3786 0.00
H 2.5501 -2.3172 3.7858 0.00
H 0.9230 3.2966 4.5628 0.00
H 3.5470 -1.7741 5.1330 0.00
C -3.9454 -2.3491 2.3471 0.03
C -4.6802 -1.3356 1.8602 -0.02
H 3.4002 1.7639 3.5679 0.00
H 1.8048 -1.1729 4.8892 0.00
H -2.0573 2.3903 -3.6987 0.00
H -0.9275 4.2807 2.3060 0.00
H -0.2573 2.2110 5.3478 0.00
C 3.1422 -0.3210 3.4808 0.00
C -0.8010 -2.9343 -3.3177 0.00
H 4.1213 0.0992 -1.6197 0.00
C -2.5983 -2.6417 1.9439 0.01
H -1.0394 3.6887 -4.2170 0.00
O 2.6381 2.0750 1.5586 0.00
H 2.5196 -2.4125 -4.3611 0.00
O -3.9855 -3.3227 4.4666 0.01
C 4.5271 -0.5243 2.8854 0.00
C -4.1479 1.5692 -0.4206 0.05
N -2.1131 0.1818 -0.3703 0.08
H -2.7582 0.5463 -3.7683 0.00
C -0.2654 3.4302 2.0422 0.00
H -2.8418 -0.7425 -2.5686 0.00
H 0.0658 -3.4694 -3.6589 0.00
H -1.8780 1.0036 3.8456 0.00
H 1.8185 1.8710 -5.2907 0.00
C -2.7822 -0.6238 0.4970 0.08
C 0.2664 0.0381 -2.8543 0.01
H 2.0894 1.2250 4.6431 0.00
O -5.6939 -3.5444 3.1292 0.00
H 4.4270 -1.2794 2.1166 0.00
H 2.5963 -3.1699 -0.3956 0.00
H -0.8631 -3.0911 -2.2463 0.00
H 0.3524 2.3021 -0.8054 0.00
H 2.8593 2.1262 -3.8600 0.00
H -5.7862 0.9337 0.8466 0.00
H 3.7343 0.8992 5.0902 0.00
H 1.8913 3.4102 -4.4949 0.00
H -3.2680 -1.0492 -4.2865 0.00
H 3.3686 1.5638 -2.3053 0.00
H -2.5851 2.5538 3.3138 0.00
C 2.9300 -1.4749 -4.0149 0.00
Si -0.8429 -1.1029 -3.9032 0.00
H -2.2702 -4.2915 3.2524 0.01
C 3.0849 0.9846 4.2442 0.00
C 2.7499 -1.4687 4.4435 0.00
O 2.1807 -0.3663 2.3599 0.00
H -5.7359 -1.2169 2.2012 0.00
C 0.2933 2.8812 -1.7210 0.00
N -0.8045 -2.0050 0.3885 0.16
C -0.6220 -3.8810 1.8571 0.05
H -0.0154 -4.6963 2.1914 0.00
H 3.1126 -0.8124 -4.8711 0.00
H -1.6613 -3.4093 -3.8060 0.00
O 1.6031 -1.6426 -1.3467 0.01
Si 1.9854 -0.5411 -2.6783 0.01
H -0.4056 -0.1420 -6.1966 0.00
C -1.7889 1.8213 3.1006 0.00
C -1.1256 2.5880 -4.2303 0.00
C -4.7962 0.7534 0.4677 0.01
H 0.7955 -3.3143 0.3947 0.01
H -1.9752 1.4380 2.1350 0.00
H -0.7536 3.8315 4.7028 0.00
H 5.2602 -0.7640 3.6437 0.00
C -0.3775 -1.1400 -5.7325 0.00
H 0.7270 3.8065 1.9874 0.00
H -0.5301 2.9694 1.1031 0.00
O 0.4893 1.2839 2.9314 0.00
C -0.1576 -3.1217 0.8313 0.13
H 4.7972 0.4116 2.3695 0.00
H 2.4950 -1.6566 0.5041 0.00
C 1.8963 2.3531 -4.3144 0.00
P 1.6219 1.0421 1.8259 0.00
O 0.8616 0.6658 0.5375 0.00
H 0.6120 -1.5328 -5.8718 0.00
C -2.0493 -1.7777 0.9502 0.10
C -4.1341 -0.4435 0.9339 0.05
H 1.0752 3.6380 -1.6311 0.00
H 2.7577 0.8941 -0.8457 0.00
C -2.8148 1.2699 -0.8325 0.00
H -1.2964 2.2729 -5.2494 0.00
H 3.9455 -1.6200 -3.6377 0.00
```

Calculated values
- 2S+1 = 3
- HOMO energy (spin up / spin down) (eV) = -5.86 / -8.57
- molar mass (g/mol) = 729.9
- strongest force on any atom (eV/A) = 3.06

=====

Entry 4:
This record from the OMol25 dataset describes a single C2H7NO2P2 molecule in a non-equilibrium geometry. The level of theory is ωB97M-V/def2-TZVPD.

Structure (XYZ):
```
14
Properties=species:S:1:pos:R:3:lowdin_charge:R:1
H -0.6439 -1.3384 2.5779 -0.14
P 0.1649 -0.2137 2.4911 0.52
P 1.0909 -0.7347 0.6144 0.61
O -1.8657 -0.0901 0.8534 -0.03
H 1.2022 -0.8416 3.2021 -0.17
N 0.4193 0.3825 -1.9068 -0.04
O -2.0694 0.0250 -1.3671 0.11
H 2.2185 0.0557 0.8509 -0.11
H 0.3148 1.5409 -0.1435 0.11
C 0.1927 0.5154 -0.4868 -0.55
H 1.2090 0.9389 -2.2150 0.09
H 0.6217 -0.5889 -2.1373 0.08
H -1.4460 0.2654 -2.0961 0.10
C -1.4091 0.0836 -0.2372 -0.57
```

Calculated values
- 2S+1 = 1
- SMILES string = N[C@H]([PH]#[PH2])C(=O)O
- HOMO energy (eV) = -8.68
- molar mass (g/mol) = 139.0
- strongest force on any atom (eV/A) = 3.01

=====

Entry 5:
This record from the OMol25 dataset describes a single C5H9NO molecule in a non-equilibrium geometry. The level of theory is ωB97M-V/def2-TZVPD.

Structure (XYZ):
```
16
Properties=species:S:1:pos:R:3:lowdin_charge:R:1
C 2.1124 -0.0486 0.0273 -0.10
H 2.8225 0.3091 0.7793 0.08
C -0.3835 -0.2513 -0.5090 -0.41
H -2.0161 -0.5494 0.9795 0.14
H 0.5228 1.2252 0.7376 0.11
C 0.6767 0.1646 0.5048 -0.21
H 0.5002 -0.4056 1.4246 0.12
H 2.3189 0.4948 -0.9033 0.08
N -2.4291 2.3320 0.9110 0.14
C -2.1373 1.3322 0.4072 -0.23
C -1.8164 -0.0428 0.0244 -0.13
H 2.3336 -1.1101 -0.1373 0.07
H -0.2639 0.3654 -1.4164 0.15
O -0.2971 -1.6228 -0.8577 -0.03
H -2.5198 -0.4138 -0.7282 0.13
H 0.5761 -1.7790 -1.2438 0.09
```

Calculated values
- 2S+1 = 1
- SMILES string = CC[C@@H](O)CC#N
- HOMO energy (eV) = -10.85
- molar mass (g/mol) = 99.1
- strongest force on any atom (eV/A) = 1.14

=====

Entry 6:
This record from the OMol25 dataset describes 4 unconnected molecules or ions with the total composition C3H15N2O3 in a non-equilibrium geometry. The level of theory is ωB97M-V/def2-TZVPD.

Structure (XYZ):
```
23
Properties=species:S:1:pos:R:3:lowdin_charge:R:1
O -2.4389 -1.5773 -1.2369 -0.07
H 2.8589 1.7987 -1.0740 0.09
H -1.6458 -0.5801 2.2149 0.04
H 1.8344 -1.3272 1.5915 0.10
H -0.9986 -0.0789 0.3918 0.12
H 3.2906 -0.4966 1.6918 0.11
C 0.8920 0.2784 -0.3899 -0.07
H 3.2915 1.8775 0.6228 0.10
H -4.3935 0.5586 -2.1182 0.08
H -0.0026 -1.3589 0.6049 0.14
O -3.5525 0.8516 -1.7356 -0.05
H -0.5611 -1.1047 -0.8586 0.12
H -2.7614 -0.6574 -1.3586 0.00
C 2.0946 0.2238 0.2050 -0.39
H -2.3566 -1.8598 -2.1570 0.07
O -0.8615 -0.2902 2.6842 -0.03
H -3.7998 1.7672 -1.5477 0.07
C 3.1473 1.2003 -0.2189 -0.02
N -0.2386 -0.5993 -0.0323 0.16
H 0.6575 0.8977 -1.2377 0.12
N 2.4626 -0.6761 1.1527 0.14
H -0.9970 0.4597 3.2659 0.06
H 4.0786 0.6930 -0.4603 0.10
```

Calculated values
- 2S+1 = 1
- HOMO energy (eV) = -12.37
- molar mass (g/mol) = 127.2
- charge = +1
- strongest force on any atom (eV/A) = 1.31